The following is a quantum chemistry calculation of a structure of composition C22H49FIN10O24P2S2 in a non-equilibrium geometry, from OMol25.

Last column: Mulliken charge in e.
Positions of all 111 atoms, in Å:
C: -4.03 2.02 3.53  -0.91
C: -2.80 2.15 2.74  -0.05
C: -2.29 1.22 1.44  -0.56
C: -0.72 1.02 1.81  -0.39
C: 0.18 -0.02 0.99  0.37
O: 0.17 -1.37 1.01  -0.50
F: 1.28 0.54 0.11  -0.37
C: -2.57 2.28 0.18  -0.52
S: -4.35 2.78 -0.02  -0.12
C: -1.84 1.65 -1.12  -0.49
C: -2.15 2.54 -2.50  -0.44
C: -2.01 4.16 -2.28  -0.54
O: -3.37 4.73 -2.53  -0.14
C: -3.33 6.20 -2.55  0.34
O: -3.00 7.00 -1.53  -0.51
C: -2.33 0.11 -1.38  0.36
C: -1.07 -0.69 -2.06  -0.37
P: -1.45 -1.14 -3.92  0.70
O: -0.13 -1.59 -4.66  -0.64
O: -2.67 -2.35 -4.12  -0.53
O: -2.03 0.29 -4.81  -0.54
C: -3.13 -0.62 -0.17  -0.55
P: -2.95 -2.57 -0.16  0.17
S: -4.60 -3.49 0.31  -0.29
N: -3.11 0.00 1.19  0.27
I: -2.80 -1.34 2.78  0.39
H: -5.08 2.41 3.22  0.49
H: -3.96 1.42 4.57  0.02
H: -2.07 3.06 3.00  0.23
H: -0.59 0.78 2.97  0.53
H: -0.21 2.10 1.70  0.43
H: -1.96 3.26 0.49  0.62
H: -4.80 2.28 -1.26  0.16
H: -0.68 1.79 -0.95  0.11
H: -3.19 2.29 -2.98  0.21
H: -1.27 2.24 -3.25  0.34
H: -1.31 4.61 -3.13  0.43
H: -1.54 4.49 -1.26  0.28
H: -3.68 6.72 -3.57  0.14
H: -3.09 0.22 -2.31  0.40
H: -0.63 -1.59 -1.46  0.41
H: -0.17 0.08 -2.17  0.26
H: -3.59 -2.03 -3.90  0.37
H: -3.02 0.40 -4.66  0.36
H: -4.28 -0.57 -0.52  0.25
H: -2.74 -2.88 -1.58  0.06
H: -1.76 -3.03 0.49  0.17
H: -4.12 0.29 1.41  0.63
C: -6.11 5.84 -6.40  -0.75
N: -5.06 6.58 -5.65  0.79
O: -3.92 6.09 -5.66  -0.50
O: -5.40 7.63 -5.09  -0.46
H: -5.67 4.94 -6.84  0.31
H: -6.89 5.57 -5.68  0.29
H: -6.50 6.50 -7.17  0.29
C: 4.35 0.42 0.82  -0.32
N: 4.91 1.54 1.63  0.89
O: 5.88 2.15 1.16  -0.50
O: 4.35 1.78 2.71  -0.55
H: 4.93 0.33 -0.10  0.43
H: 4.43 -0.49 1.42  0.33
H: 3.31 0.67 0.60  -0.22
C: 3.53 -1.92 -3.13  -0.74
N: 4.59 -1.18 -2.39  0.92
O: 5.73 -1.67 -2.39  -0.50
O: 4.25 -0.14 -1.83  -0.60
H: 3.97 -2.82 -3.57  0.28
H: 2.75 -2.19 -2.42  0.26
H: 3.15 -1.26 -3.91  0.34
C: 7.75 -4.52 -2.20  -0.71
N: 7.63 -5.82 -1.49  0.86
O: 8.67 -6.49 -1.35  -0.50
O: 6.51 -6.14 -1.09  -0.52
H: 8.79 -4.37 -2.49  0.33
H: 7.11 -4.56 -3.08  0.26
H: 7.43 -3.74 -1.51  0.27
C: -0.50 -5.35 -3.63  -0.82
N: 0.56 -4.61 -2.88  0.68
O: 1.69 -5.10 -2.89  -0.48
O: 0.22 -3.56 -2.32  -0.31
H: -0.06 -6.25 -4.07  0.32
H: -1.28 -5.62 -2.91  0.29
H: -0.88 -4.69 -4.40  0.27
C: -6.73 5.56 4.19  -0.71
N: -6.39 4.24 4.78  0.86
O: -6.74 3.23 4.15  -0.55
O: -5.79 4.25 5.86  -0.47
H: -7.26 5.41 3.25  0.31
H: -7.36 6.09 4.91  0.29
H: -5.79 6.10 4.02  0.29
C: -1.83 -1.11 7.30  -0.79
N: -2.53 -0.10 6.47  0.79
O: -1.86 0.53 5.65  -0.43
O: -3.74 0.04 6.68  -0.47
H: -0.77 -1.13 7.02  0.33
H: -1.94 -0.82 8.35  0.30
H: -2.29 -2.08 7.10  0.28
C: 6.89 -8.52 0.58  -0.61
N: 6.45 -9.10 1.88  0.82
O: 6.58 -8.40 2.89  -0.51
O: 5.99 -10.25 1.85  -0.51
H: 7.28 -7.51 0.76  0.26
H: 7.68 -9.17 0.18  0.29
H: 6.02 -8.50 -0.08  0.27
C: 7.11 2.27 4.77  -0.34
N: 7.44 0.94 5.36  0.85
O: 7.09 -0.06 4.74  -0.51
O: 8.05 0.95 6.44  -0.52
H: 6.58 2.11 3.83  -0.01
H: 6.47 2.79 5.49  0.26
H: 8.05 2.80 4.61  0.29

Summary:
Orbital gap = 5.8 eV
Energy relative to the best compared isomer or geometry (same formula, charge and spin) = 492.85 kJ/mol
Net charge = +1